1.
103
Properties=species:S:1:pos:R:3:mulliken_charge:R:1 method="wB97M-V/def2-TZVPD" e_homo_ev=-10.6 molar_mass_g_mol=2174.70 orbital_gap_ha=0.3853 energy_ev=-755174.750
C 6.480 -0.475 1.582 -1.401
C 4.953 -0.596 1.321 0.183
Br 4.682 -0.140 -0.569 -0.073
C 4.216 0.478 2.151 -1.029
Br 4.933 0.651 3.980 -0.093
C 2.705 0.281 2.283 0.165
C 2.245 -1.182 2.185 -1.288
C 0.734 -1.406 2.434 -0.006
P -0.051 -2.304 0.976 0.376
O -1.412 -1.818 0.596 -0.558
O 0.025 -0.251 2.842 -0.422
S 0.173 1.031 1.837 1.086
O 0.009 2.206 2.687 -0.647
O -0.792 1.075 0.752 -0.131
C 1.907 1.101 1.255 -0.380
H 6.768 -0.999 2.487 0.144
H 6.778 0.556 1.619 0.379
H 6.970 -0.993 0.770 0.504
H 4.692 -1.608 1.576 0.438
H 4.396 1.426 1.673 0.666
H 2.386 0.657 3.245 0.721
H 2.861 -1.765 2.856 0.416
H 2.491 -1.538 1.188 0.215
H 0.662 -2.101 3.256 0.673
H 0.896 -2.315 -0.083 0.007
H -0.169 -3.662 1.384 0.039
H 2.211 2.130 1.354 0.797
H 1.999 0.734 0.251 -0.668
C -4.298 1.565 1.848 0.163
Cl -5.670 0.458 1.755 0.000
Cl -4.817 3.250 1.767 -0.038
Cl -3.379 1.306 3.327 -0.142
H -3.645 1.367 1.008 -0.007
C -0.621 0.126 -2.308 0.616
Cl -1.032 1.524 -3.306 -0.132
Cl -1.003 -1.372 -3.159 -0.151
Cl 1.093 0.158 -1.880 -0.093
H -1.206 0.161 -1.398 -0.292
C -0.679 -1.406 -7.123 0.259
Cl -1.103 0.013 -8.088 -0.153
Cl -1.076 -2.889 -7.993 -0.097
Cl 1.031 -1.372 -6.687 -0.118
H -1.260 -1.381 -6.212 0.096
C -6.432 6.581 2.508 0.234
Cl -6.913 7.753 1.278 -0.132
Cl -4.760 6.852 3.010 -0.059
Cl -7.519 6.654 3.897 -0.127
H -6.500 5.591 2.078 0.065
C -8.450 -2.669 1.882 -0.005
Cl -8.269 -1.080 1.144 -0.106
Cl -7.874 -3.930 0.790 -0.100
Cl -7.559 -2.705 3.404 -0.119
H -9.495 -2.842 2.091 0.343
C -0.994 7.459 3.794 0.116
Cl -0.167 7.457 5.358 -0.167
Cl -0.270 8.651 2.711 -0.113
Cl -0.962 5.853 3.068 0.005
H -2.025 7.738 3.962 0.138
C -3.568 -3.508 -11.197 0.065
Cl -2.982 -2.087 -10.336 -0.055
Cl -2.730 -3.697 -12.738 -0.120
Cl -3.372 -4.960 -10.203 -0.153
H -4.622 -3.376 -11.398 0.269
C -6.441 -6.920 -9.447 0.499
Cl -6.001 -8.485 -10.136 -0.121
Cl -7.597 -6.082 -10.487 -0.131
Cl -7.091 -7.113 -7.817 -0.126
H -5.549 -6.316 -9.387 -0.121
C 7.931 -4.144 3.433 0.025
Cl 6.973 -2.900 4.242 -0.105
Cl 6.904 -5.145 2.402 -0.112
Cl 9.231 -3.414 2.492 -0.100
H 8.373 -4.777 4.188 0.289
C -4.382 -4.868 1.517 0.415
Cl -3.307 -3.503 1.203 0.020
Cl -4.802 -5.681 0.006 -0.143
Cl -3.649 -6.002 2.657 -0.167
H -5.293 -4.485 1.958 -0.125
C -0.146 5.040 -1.814 -0.243
Cl 0.420 6.486 -0.976 -0.116
Cl 0.786 4.772 -3.284 -0.062
Cl -0.020 3.627 -0.768 0.091
H -1.183 5.185 -2.081 0.339
C 4.560 3.059 -4.395 -0.076
Cl 5.837 3.704 -3.360 -0.128
Cl 3.451 2.035 -3.469 0.000
Cl 3.665 4.366 -5.173 -0.119
H 5.018 2.453 -5.164 0.306
C 11.186 -7.051 1.779 0.021
Cl 10.538 -5.969 0.544 -0.099
Cl 12.887 -6.698 2.087 -0.116
Cl 10.250 -6.944 3.275 -0.104
H 11.113 -8.064 1.412 0.311
C -6.348 1.599 5.201 0.948
Cl -7.612 0.369 5.312 -0.123
Cl -7.053 3.206 5.002 -0.075
Cl -5.299 1.548 6.620 -0.140
H -5.746 1.385 4.329 -0.633
C 3.445 7.085 4.735 0.642
Cl 4.367 7.290 6.227 -0.138
Cl 3.998 8.217 3.499 -0.129
Cl 3.560 5.422 4.154 -0.071
H 2.406 7.296 4.946 -0.286



2.
108
Properties=species:S:1:pos:R:3:mulliken_charge:R:1 method="wB97M-V/def2-TZVPD" e_homo_ev=-8.6 smiles="CN(C)C=O.CN(C)C=O.CN(C)C=O.CN(C)C=O.CN(C)C=O.CN(C)C=O.CN(C)C=O.CN(C)C=O.CN(C)C=O" molar_mass_g_mol=657.86 orbital_gap_ha=0.3270 energy_ev=-60856.397 relative_energy_kcal_mol=191.36
C 3.825 -2.817 -4.181 -1.221
N 2.960 -1.984 -4.986 0.337
C 2.744 -2.332 -6.390 -0.995
C 2.698 -0.711 -4.624 -0.059
O 2.092 0.106 -5.289 -0.631
H 3.677 -3.784 -4.656 0.524
H 3.725 -2.744 -3.098 0.256
H 4.876 -2.513 -4.277 0.324
H 3.589 -2.914 -6.763 0.382
H 1.861 -2.971 -6.465 0.257
H 2.636 -1.500 -7.079 0.376
H 3.039 -0.495 -3.596 0.442
C -2.629 0.217 3.123 -1.146
N -1.808 0.450 4.280 0.229
C -1.628 -0.668 5.180 -1.027
C -1.140 1.621 4.345 0.303
O -0.321 1.895 5.216 -0.686
H -2.703 0.895 2.273 0.209
H -3.657 -0.032 3.399 0.457
H -2.152 -0.658 2.662 0.404
H -1.917 -1.655 4.821 0.352
H -0.612 -0.902 5.511 0.328
H -2.152 -0.416 6.104 0.338
H -1.397 2.209 3.455 0.204
C 1.337 -5.293 -3.205 -0.839
N 0.287 -4.273 -3.045 0.209
C -0.275 -3.690 -4.252 -0.532
C -0.115 -4.094 -1.754 0.063
O -1.076 -3.422 -1.425 -0.596
H 1.786 -5.684 -2.290 0.335
H 2.113 -4.820 -3.800 0.079
H 1.027 -6.273 -3.580 0.376
H -0.173 -4.419 -5.055 0.413
H -1.289 -3.330 -4.106 0.066
H 0.365 -2.866 -4.578 0.036
H 0.517 -4.676 -1.073 0.379
C -1.087 -0.276 -1.140 -1.152
N 0.218 0.178 -0.647 0.295
C 0.196 0.893 0.589 -0.325
C 1.374 -0.289 -1.192 0.220
O 2.462 -0.144 -0.666 -0.597
H -1.805 0.550 -1.128 0.303
H -1.486 -1.032 -0.465 0.273
H -1.146 -0.568 -2.188 0.487
H -0.629 0.511 1.199 -0.092
H 1.073 0.775 1.220 -0.148
H -0.001 1.967 0.677 0.388
H 1.186 -0.980 -2.028 0.246
C -2.955 6.753 3.499 -1.016
N -2.023 5.723 3.065 0.128
C -0.630 6.015 3.337 -0.879
C -2.490 4.746 2.294 0.279
O -1.786 3.930 1.707 -0.650
H -2.863 7.705 2.968 0.345
H -2.860 6.906 4.574 0.359
H -4.008 6.524 3.325 0.332
H -0.197 6.301 2.377 0.318
H -0.477 6.790 4.084 0.348
H -0.135 5.138 3.756 0.227
H -3.589 4.714 2.295 0.229
C -6.665 -0.963 1.739 -1.076
N -5.916 0.201 1.337 0.312
C -5.104 0.108 0.129 -1.067
C -5.805 1.283 2.179 -0.161
O -5.054 2.218 2.023 -0.542
H -7.664 -0.943 1.288 0.386
H -6.897 -1.006 2.805 0.391
H -6.197 -1.906 1.463 0.300
H -5.760 0.665 -0.551 0.360
H -4.193 0.701 0.036 0.275
H -4.836 -0.871 -0.260 0.504
H -6.500 1.111 3.016 0.347
C -4.447 0.398 -3.074 -0.703
N -3.784 -0.466 -4.032 0.137
C -3.961 -1.899 -3.660 -1.024
C -3.113 -0.030 -5.129 0.277
O -2.601 -0.847 -5.875 -0.600
H -3.829 0.387 -2.174 0.120
H -5.490 0.168 -2.866 0.343
H -4.406 1.417 -3.468 0.258
H -5.016 -2.098 -3.475 0.333
H -3.674 -2.617 -4.423 0.335
H -3.359 -2.050 -2.763 0.318
H -3.028 1.067 -5.073 0.271
C 5.015 -1.166 1.456 -0.763
N 5.985 -1.194 0.365 0.191
C 7.217 -1.932 0.646 -1.059
C 5.772 -0.658 -0.851 0.114
O 6.494 -0.901 -1.812 -0.653
H 5.282 -0.318 2.095 0.259
H 5.175 -2.052 2.066 0.438
H 3.991 -0.941 1.165 0.085
H 8.048 -1.643 0.008 0.326
H 7.532 -1.851 1.683 0.353
H 6.956 -2.950 0.341 0.354
H 4.795 -0.173 -0.987 0.386
C 3.014 1.761 2.685 -1.145
N 4.208 1.798 3.464 0.222
C 4.071 2.015 4.899 -1.029
C 5.424 1.921 2.852 0.060
O 6.458 2.061 3.470 -0.615
H 2.167 1.145 2.986 0.277
H 3.232 1.794 1.617 0.322
H 2.533 2.753 2.762 0.549
H 5.027 1.955 5.415 0.358
H 3.600 2.978 5.089 0.318
H 3.550 1.145 5.304 0.324
H 5.305 2.136 1.776 0.373



3.
46
Properties=species:S:1:pos:R:3:mulliken_charge:R:1 method="wB97M-V/def2-TZVPD" e_homo_ev="-13.4 / -13.4" molar_mass_g_mol=434.30 multiplicity=5 orbital_gap_ha="0.1895 / 0.1296" s2=6.1040 energy_ev=-76381.915 total_charge=+2
C -4.396 -0.831 2.247 -0.243
C -4.639 -0.589 0.960 -0.271
C -4.709 -0.896 -0.626 -0.608
C -3.353 -1.537 -1.196 -0.261
C -2.757 -2.747 -0.318 -0.859
C -1.148 -2.612 -0.184 0.214
C -0.372 -2.759 -1.370 0.373
N -0.961 -3.009 -2.721 -0.382
C -0.865 -1.919 -3.415 0.486
S -1.112 -0.371 -4.032 -0.272
C 1.227 -2.611 -1.224 0.405
O 1.910 -2.944 -2.229 -0.551
C 1.925 -2.039 0.092 -0.399
C 1.155 -1.863 1.278 0.376
C 1.772 -1.299 2.637 -0.946
C 2.541 0.100 2.485 -0.484
C 1.567 1.381 2.633 0.121
O 0.390 1.154 3.060 -0.478
N 2.069 2.727 2.328 -0.060
C 2.071 3.030 0.890 0.919
C 2.105 2.000 -0.267 0.021
C 2.152 2.441 -1.779 -0.351
C 2.156 3.957 -2.156 -0.374
C 2.081 5.001 -1.002 -0.459
C 2.038 4.552 0.499 -0.528
C -0.394 -2.313 1.180 0.364
O -1.075 -2.435 2.246 -0.583
H -4.059 -1.028 3.333 0.334
H -4.828 0.147 -1.116 0.292
H -5.660 -1.481 -0.906 0.353
H -2.545 -0.738 -1.321 0.113
H -3.558 -1.954 -2.249 0.299
H -2.937 -3.721 -0.902 0.342
H -3.242 -2.887 0.705 0.405
H 3.043 -1.775 0.054 0.420
H 0.964 -1.312 3.442 0.320
H 2.568 -2.067 2.979 0.438
H 3.263 0.166 3.389 0.389
H 3.221 0.159 1.559 0.465
H 1.611 3.460 2.887 0.426
H 2.099 0.882 -0.055 0.075
H 2.208 1.650 -2.616 0.364
H 2.215 4.232 -3.261 0.343
H 2.068 6.104 -1.320 0.363
H 1.980 5.385 1.271 0.325
Fe 0.213 1.207 -5.886 0.765



4.
44
Properties=species:S:1:pos:R:3:mulliken_charge:R:1 method="wB97M-V/def2-TZVPD" e_homo_ev="-1.0 / -1.0" molar_mass_g_mol=875.49 multiplicity=4 orbital_gap_ha="0.1586 / 0.1365" s2=3.7817 energy_ev=-277999.071 relative_energy_kcal_mol=27.75 total_charge=-2
Re 0.213 -0.422 0.138 1.151
O -0.147 3.135 -2.213 -0.793
C 0.063 2.336 -1.310 0.047
O -0.265 1.087 -1.333 -0.629
C 0.718 2.849 -0.009 0.073
C -0.108 2.400 1.212 -0.018
C 0.212 3.269 2.427 -0.953
C 1.667 2.827 2.740 -0.990
C 1.887 1.694 1.736 0.557
O 0.538 1.162 1.595 -0.355
C 2.131 2.260 0.332 0.040
C 2.637 1.153 -0.620 0.058
O 3.499 1.428 -1.432 -0.721
O 2.135 -0.037 -0.457 -0.498
H 0.753 3.932 -0.089 0.584
H -1.164 2.228 1.014 0.545
H -0.457 3.005 3.246 0.362
H 0.111 4.332 2.210 0.410
H 1.760 2.437 3.752 0.270
H 2.397 3.623 2.590 0.367
H 2.583 0.918 2.061 -0.363
H 2.897 3.028 0.324 0.476
Br -4.978 -0.340 0.314 -0.190
C -3.804 -1.292 -0.820 -0.284
C -4.335 -2.083 -1.839 -0.426
C -3.509 -2.810 -2.658 0.002
Br -4.297 -3.905 -4.003 -0.279
C -2.107 -2.768 -2.518 0.329
C -1.165 -3.482 -3.288 -0.596
C 0.172 -3.322 -3.027 -0.903
C 0.596 -2.450 -2.025 -0.143
N -0.265 -1.773 -1.282 0.181
C -1.602 -1.930 -1.504 0.561
C -2.432 -1.198 -0.596 1.020
O -1.876 -0.535 0.363 -0.797
H -5.406 -2.124 -1.974 0.415
H -1.501 -4.149 -4.068 0.334
H 0.914 -3.860 -3.600 0.391
H 1.644 -2.281 -1.810 0.570
S 1.039 -0.193 4.580 -0.617
As 2.020 -1.628 3.324 0.440
S 3.844 -0.870 2.510 -0.606
S 0.632 -2.193 1.627 -0.372
S 2.355 -3.458 4.377 -0.648



5.
71
Properties=species:S:1:pos:R:3:mulliken_charge:R:1 method="wB97M-V/def2-TZVPD" e_homo_ev="-19.4 / -19.4" molar_mass_g_mol=575.64 multiplicity=4 orbital_gap_ha="0.2428 / 0.1431" s2=3.8023 energy_ev=-76676.242 relative_energy_kcal_mol=0.00 total_charge=+4
Tc -0.464 0.508 -0.125 -1.146
P 1.490 1.168 1.185 1.168
P -2.202 1.978 0.402 1.197
P 0.581 1.497 -2.009 1.026
H 1.392 -4.660 0.489 0.380
C 2.018 -3.824 0.201 -0.455
C 2.722 -3.131 1.152 -0.556
H 2.493 -2.968 2.239 0.185
C 1.904 0.536 2.868 -1.120
C 1.362 2.968 1.681 -1.225
C 3.224 1.047 0.566 -1.100
C -3.745 1.183 -0.160 -1.301
C -2.382 2.205 2.223 -0.931
C -2.073 3.677 -0.299 -1.393
C 1.951 0.489 -2.665 -1.120
C 1.308 3.184 -1.950 -1.705
C -0.691 1.799 -3.309 -1.220
H 1.985 -3.532 -0.849 0.169
H 3.692 -2.705 0.852 0.304
H 2.451 -0.404 2.764 0.421
H 1.009 0.333 3.465 0.032
H 2.551 1.251 3.410 0.628
H 0.391 3.176 2.157 0.297
H 1.438 3.641 0.815 0.296
H 2.153 3.236 2.400 0.497
H 3.314 0.114 0.003 0.263
H 3.936 1.001 1.408 0.481
H 3.507 1.868 -0.098 0.393
H -4.495 1.955 -0.370 0.477
H -4.076 0.506 0.642 0.448
H -3.515 0.606 -1.070 0.292
H -2.568 3.266 2.463 0.501
H -1.458 1.881 2.731 0.057
H -3.218 1.565 2.552 0.462
H -2.930 4.295 0.012 0.536
H -2.048 3.642 -1.397 0.356
H -1.163 4.183 0.060 0.320
H 1.753 0.282 -3.711 0.421
H 2.056 -0.474 -2.138 0.306
H 2.878 1.065 -2.576 0.421
H 1.465 3.462 -3.002 0.584
H 2.273 3.200 -1.436 0.382
H 0.604 3.900 -1.503 0.381
H -0.634 1.011 -4.058 0.534
H -0.479 2.771 -3.746 0.515
H -1.714 1.798 -2.869 0.297
C -1.129 -2.213 -3.281 0.323
C -2.122 -2.060 -4.262 -0.203
C -2.126 -2.920 -5.359 -0.508
C -1.105 -3.885 -5.503 -0.494
C -0.109 -4.025 -4.532 -0.578
C -0.108 -3.190 -3.395 0.040
S -0.814 -0.811 -1.982 0.465
H -1.248 -0.938 0.093 0.188
H -2.873 -1.277 -4.137 0.490
H -2.934 -2.862 -6.103 0.464
H -1.121 -4.525 -6.386 0.451
H 0.642 -4.815 -4.637 0.463
H 0.686 -3.282 -2.669 0.341
S -1.808 -1.159 1.796 -0.197
C -0.862 -1.267 3.223 0.599
N -0.005 -2.337 3.411 0.122
C 0.623 -2.546 4.605 -0.116
C 0.418 -1.625 5.614 -0.641
C -0.539 -0.604 5.509 -0.404
C -1.218 -0.469 4.306 -0.678
H 0.230 -2.895 2.593 0.114
H 1.247 -3.449 4.665 0.488
H 1.021 -1.703 6.520 0.474
H -0.768 0.041 6.336 0.527
H -2.019 0.266 4.173 0.512



6.
19
Properties=species:S:1:pos:R:3:mulliken_charge:R:1 method="wB97M-V/def2-TZVPD" e_homo_ev=-9.2 molar_mass_g_mol=170.40 orbital_gap_ha=0.3413 energy_ev=-24683.175 relative_energy_kcal_mol=31.23
B -2.510 0.644 0.048 0.589
C 2.656 -0.350 0.392 -0.407
C 1.777 -0.044 1.419 -0.611
C 2.159 -0.748 -0.837 -0.570
C 0.413 -0.136 1.224 -0.249
C 0.792 -0.839 -1.034 -0.429
C -0.096 -0.531 -0.013 0.684
C -1.561 -0.617 -0.194 -0.325
O -3.514 0.840 -0.825 -0.485
O -2.261 1.426 1.122 -0.486
Cl -2.224 -2.067 0.535 -0.167
H 3.721 -0.276 0.552 0.378
H 2.160 0.267 2.379 0.375
H 2.835 -0.990 -1.643 0.376
H -0.274 0.103 2.022 0.386
H 0.395 -1.145 -1.990 0.237
H -1.780 -0.868 -1.912 0.145
H -4.114 1.572 -0.681 0.280
H -2.841 2.174 1.273 0.280